# C33H35CrIO7PS3

A molecular structure, C33H35CrIO7PS3 (wB97M-V/def2-TZVPD, the OMol25 dataset).

Positions of all 81 atoms, in Å:
I 7.58644 -1.25645 -3.75827
Cr 0.93451 0.13148 -0.15804
S 2.46791 -1.77593 -0.55932
S 2.48861 0.64160 1.68744
S -1.52430 2.12578 -0.38555
P 2.91240 -1.25608 1.30192
O -0.47437 -1.20832 0.69340
O 2.12541 -2.27454 2.27466
O -0.47080 1.58361 0.53584
O 2.83105 3.44146 -1.66934
O 1.57778 1.61949 -1.37086
O -0.68222 -0.61994 -1.39535
O 4.44751 -1.53862 1.67252
C -2.98993 2.27801 0.63452
C 2.65751 2.22293 -1.69119
C 3.81252 1.36032 -2.14758
C -3.99272 2.72797 2.75434
C -4.42859 -2.69795 -1.52181
C -4.60710 -3.77299 -0.66221
C -4.22410 1.96667 0.09074
C 4.67707 -0.46031 -3.47529
C 3.60374 0.28371 -2.99757
C -3.17241 -0.80221 -2.51122
C -5.36117 2.06019 0.88631
C 6.18578 0.92037 -2.18527
C -5.24372 2.44177 2.21351
C -1.09237 -1.28865 -0.40661
C -2.85888 2.64542 1.96579
C 1.39973 -1.85851 3.43381
C -1.18546 3.88157 -0.53692
C -2.30529 -2.16378 -0.51512
C -3.60474 -4.04207 0.25450
C 6.08869 -2.38388 0.13315
C 5.95704 -0.13059 -3.06082
C 0.42877 5.63472 -0.57391
C 0.11682 4.29722 -0.35140
C -1.42597 -3.64570 1.38348
C -3.28985 -1.90159 -1.48337
C 5.09789 -2.73699 1.22124
C 2.31969 -1.61580 4.61168
C -5.84544 -4.62723 -0.74462
C -0.55477 6.52536 -0.96947
C -2.18258 4.75651 -0.95872
C -1.86427 6.08678 -1.16457
C -2.45865 -3.25635 0.35166
C 5.10500 1.67248 -1.74769
H 6.61508 -3.27710 -0.21122
H 0.70608 -2.67586 3.63641
H -0.30465 7.56451 -1.14316
H 5.57977 -3.17705 2.09559
H -3.71181 -4.89098 0.92236
H 4.35628 -3.44360 0.84236
H 2.59165 0.01698 -3.27560
H 2.98342 -0.77587 4.40357
H -3.19553 4.40447 -1.11324
H 7.18918 1.15637 -1.85781
H -1.87200 2.84449 2.36575
H -6.33113 1.81863 0.47167
H 0.82055 -0.96677 3.19076
H -6.12683 2.50552 2.83636
H 4.50868 -1.29755 -4.13878
H 2.92527 -2.50125 4.81283
H -6.74684 -4.02570 -0.61224
H -2.36468 -1.00752 -3.21151
H 5.25720 2.51686 -1.08850
H 1.73118 -1.38282 5.50205
H 1.45549 5.95667 -0.46318
H -5.91992 -5.11606 -1.71821
H -0.41864 -3.65302 0.96922
H -5.83860 -5.40165 0.02214
H -1.40718 -2.92687 2.20168
H -5.19372 -2.47876 -2.26081
H -2.63052 6.78134 -1.48409
H 5.55707 -1.94294 -0.71082
H 0.87686 3.57539 -0.08848
H -4.29371 1.64488 -0.94144
H -3.90618 3.01218 3.79527
H 6.82187 -1.66070 0.49350
H -4.11142 -0.70985 -3.06021
H -2.92523 0.15752 -2.06202
H -1.65919 -4.63485 1.78144

Forces on the atoms, in the same order (eV/Å):
I -0.04 0.02 0.03
Cr -0.42 0.03 -0.11
S 0.09 -0.08 -0.06
S 0.09 -0.12 0.11
S -0.08 0.10 -0.06
P -0.25 0.15 -0.16
O 0.08 0.00 0.05
O 0.05 0.01 0.01
O 0.01 0.17 0.08
O -0.03 -0.05 0.02
O -0.11 -0.20 -0.08
O -0.02 -0.06 0.02
O 0.17 0.01 0.13
C 0.02 -0.13 -0.01
C 0.15 0.11 0.21
C -0.01 -0.04 -0.09
C -0.03 0.00 -0.01
C -0.01 -0.01 -0.04
C 0.01 0.00 0.00
C -0.01 0.01 -0.01
C -0.07 0.05 0.07
C 0.09 -0.09 -0.01
C -0.05 0.01 0.07
C 0.03 0.01 0.01
C -0.05 0.01 -0.02
C 0.03 -0.01 -0.02
C 0.28 0.13 -0.01
C 0.02 0.01 0.04
C -0.05 -0.03 -0.01
C -0.08 -0.01 -0.09
C -0.03 -0.06 -0.03
C -0.02 -0.02 0.00
C 0.00 -0.02 -0.01
C 0.01 -0.05 0.00
C 0.00 -0.03 0.01
C 0.07 0.00 0.02
C -0.06 0.01 -0.04
C -0.03 0.07 -0.09
C -0.04 0.07 -0.12
C 0.02 0.01 -0.03
C 0.05 0.03 0.01
C -0.07 -0.03 0.00
C 0.02 0.00 0.03
C 0.11 0.01 0.01
C 0.09 -0.04 0.12
C 0.05 0.01 -0.03
H 0.00 0.01 0.00
H 0.00 0.01 0.01
H 0.00 0.00 -0.01
H 0.03 0.00 0.00
H 0.01 0.01 0.00
H 0.00 -0.02 0.03
H 0.01 0.02 0.01
H 0.00 -0.01 0.02
H -0.01 0.01 0.01
H 0.00 0.00 0.00
H -0.01 0.00 0.00
H 0.00 0.00 0.00
H 0.00 0.00 0.00
H 0.00 0.00 0.00
H 0.02 0.01 -0.01
H 0.00 0.01 0.01
H 0.00 0.00 0.00
H 0.00 -0.02 -0.01
H -0.01 0.01 0.00
H 0.01 0.01 0.00
H 0.00 -0.01 0.00
H 0.00 0.00 0.00
H 0.00 0.01 0.00
H -0.01 0.00 0.00
H 0.00 -0.01 0.00
H 0.01 0.01 0.00
H -0.01 0.01 0.00
H 0.02 -0.01 -0.01
H 0.04 0.04 0.00
H -0.02 0.00 0.01
H 0.00 0.00 0.00
H -0.01 -0.01 0.02
H 0.00 -0.02 0.00
H 0.02 0.00 0.00
H -0.02 0.00 -0.01

HOMO energy (spin up / spin down) = -4.46 / -3.24 eV
<S²> = 2.0130
2S+1 = 3
Net charge = -1
Energy above the lowest of the compared OMol25 structures with the same formula, charge and spin = 9.0 kJ/mol

Population analysis type Löwdin, resulting atomic charges in e: atom 1 (I): 0.79, atom 2 (Cr): 0.26, atom 3 (S): 0.44, atom 4 (S): 0.42, atom 5 (S): 1.09, atom 6 (P): -0.07, atom 7 (O): -0.10, atom 8 (O): -0.33, atom 9 (O): -0.54, atom 10 (O): 0.03, atom 11 (O): -0.16, atom 12 (O): -0.08, atom 13 (O): -0.33, atom 14 (C): -0.36, atom 15 (C): -0.60, atom 16 (C): -0.14, atom 17 (C): -0.07, atom 18 (C): -0.02, atom 19 (C): -0.28, atom 20 (C): -0.08, atom 21 (C): -0.16, atom 22 (C): -0.05, atom 23 (C): -0.04, atom 24 (C): -0.08, atom 25 (C): -0.16, atom 26 (C): -0.09, atom 27 (C): -0.59, atom 28 (C): -0.05, atom 29 (C): -0.32, atom 30 (C): -0.34, atom 31 (C): -0.03, atom 32 (C): -0.02, atom 33 (C): -0.08, atom 34 (C): -0.75, atom 35 (C): -0.06, atom 36 (C): -0.05, atom 37 (C): -0.04, atom 38 (C): -0.18, atom 39 (C): -0.31, atom 40 (C): -0.09, atom 41 (C): -0.06, atom 42 (C): -0.09, atom 43 (C): -0.08, atom 44 (C): -0.09, atom 45 (C): -0.18, atom 46 (C): -0.01, atom 47 (H): 0.07, atom 48 (H): 0.11, atom 49 (H): 0.10, atom 50 (H): 0.11, atom 51 (H): 0.11, atom 52 (H): 0.09, atom 53 (H): 0.12, atom 54 (H): 0.06, atom 55 (H): 0.10, atom 56 (H): 0.09, atom 57 (H): 0.12, atom 58 (H): 0.10, atom 59 (H): 0.08, atom 60 (H): 0.10, atom 61 (H): 0.09, atom 62 (H): 0.08, atom 63 (H): 0.08, atom 64 (H): 0.09, atom 65 (H): 0.12, atom 66 (H): 0.07, atom 67 (H): 0.11, atom 68 (H): 0.08, atom 69 (H): 0.09, atom 70 (H): 0.07, atom 71 (H): 0.08, atom 72 (H): 0.11, atom 73 (H): 0.10, atom 74 (H): 0.05, atom 75 (H): 0.10, atom 76 (H): 0.10, atom 77 (H): 0.10, atom 78 (H): 0.08, atom 79 (H): 0.07, atom 80 (H): 0.04, atom 81 (H): 0.07